A molecular structure, C28H47NP3ReSbSe4. Source: the OMol25 dataset; level of theory: ωB97M-V with the def2-TZVPD basis set.

Each line ends with the Mulliken charge.
CARTESIAN COORDINATES (ANGSTROEM)
Re (0.307, 0.468, -0.157)  0.5305
C (2.988, -1.697, 1.324)  -1.5493
P (2.629, -0.043, 0.663)  0.9690
C (4.128, 0.290, -0.311)  -1.6618
C (2.940, 1.083, 2.068)  -0.9887
C (2.581, 2.491, 1.601)  -1.0307
P (0.790, 2.473, 1.295)  0.8412
C (0.384, 4.069, 0.551)  -1.3714
C (0.123, 2.531, 2.992)  -1.7365
H (4.011, -1.722, 1.702)  0.4966
H (2.884, -2.453, 0.546)  0.3651
H (2.310, -1.945, 2.139)  0.5074
H (4.965, 0.359, 0.386)  0.6350
H (4.062, 1.215, -0.871)  0.3675
H (4.341, -0.525, -0.996)  0.4511
H (3.981, 1.005, 2.385)  0.6864
H (2.315, 0.775, 2.912)  0.3320
H (3.107, 2.767, 0.683)  0.4028
H (2.811, 3.249, 2.353)  0.5728
H (0.810, 4.857, 1.175)  0.5847
H (-0.696, 4.204, 0.508)  0.3470
H (0.796, 4.148, -0.455)  0.2933
H (0.912, 2.919, 3.637)  0.5431
H (-0.188, 1.556, 3.360)  0.3995
H (-0.724, 3.211, 3.035)  0.5362
C (3.146, 0.680, -3.384)  -1.9114
C (2.356, -0.613, -3.131)  1.3908
C (2.377, -1.477, -4.396)  -1.5993
P (0.669, -0.352, -2.412)  1.3233
C (-0.326, -1.783, -2.971)  0.6798
C (-1.831, -1.627, -2.798)  -1.2860
C (0.189, -3.046, -2.273)  -1.3405
C (0.012, 1.243, -2.939)  -0.3492
C (0.418, 1.947, -4.075)  -0.9138
C (-0.001, 3.246, -4.322)  0.2701
C (0.432, 3.979, -5.552)  -1.6781
C (-0.837, 3.863, -3.375)  -1.1084
C (-1.299, 3.179, -2.278)  -0.5075
C (-0.899, 1.854, -2.059)  0.0255
N (-1.422, 1.120, -0.938)  0.3796
C (-2.793, 1.162, -0.772)  0.1096
C (-3.333, 1.090, 0.549)  0.7790
C (-2.508, 1.294, 1.780)  -0.9860
C (-4.694, 1.019, 0.726)  -0.9290
C (-5.585, 1.018, -0.346)  0.2404
C (-7.058, 0.947, -0.136)  -1.5645
C (-5.054, 1.120, -1.631)  -0.9859
C (-3.704, 1.215, -1.896)  1.6827
C (-3.394, 1.299, -3.374)  -2.1298
H (4.208, 0.480, -3.261)  0.5153
H (2.877, 1.506, -2.727)  0.2483
H (3.012, 1.012, -4.409)  0.5139
H (2.849, -1.172, -2.330)  0.1878
H (1.819, -1.014, -5.211)  0.3321
H (2.006, -2.487, -4.244)  0.4066
H (3.414, -1.561, -4.724)  0.4687
H (-0.096, -1.834, -4.040)  0.9458
H (-2.099, -1.357, -1.772)  -0.2211
H (-2.307, -2.582, -3.018)  0.5881
H (-2.248, -0.890, -3.482)  0.2679
H (-0.343, -3.193, -1.334)  -0.1956
H (1.258, -3.037, -2.056)  0.4159
H (-0.006, -3.912, -2.903)  0.4908
H (1.048, 1.462, -4.804)  0.5461
H (0.763, 3.299, -6.331)  0.4215
H (1.264, 4.644, -5.311)  0.3224
H (-0.371, 4.598, -5.946)  0.4474
H (-1.152, 4.885, -3.537)  0.5451
H (-1.995, 3.643, -1.592)  0.7295
H (-2.348, 2.365, 1.915)  0.3215
H (-1.543, 0.796, 1.755)  -0.5693
H (-3.046, 0.939, 2.656)  0.5660
H (-5.087, 0.987, 1.732)  0.4851
H (-7.312, 0.696, 0.890)  0.4165
H (-7.510, 0.219, -0.809)  0.4110
H (-7.507, 1.914, -0.374)  0.3477
H (-5.736, 1.120, -2.471)  0.6337
H (-4.082, 0.648, -3.910)  0.7190
H (-2.386, 1.037, -3.674)  0.0892
H (-3.582, 2.315, -3.721)  0.4027
Se (-0.271, -5.281, 0.567)  -0.2278
Sb (-1.538, -5.587, 2.479)  0.5556
Se (-0.184, -1.452, 1.062)  -0.0242
Se (-2.414, -2.136, 0.838)  0.0499
Se (-2.654, -3.218, 2.838)  -0.2667

Output
DFT total energy, Eh: -12097.37723
Kohn-Sham gap (spin up / spin down), eV: 5.294 / 5.022
Net charge: +3
2S+1: 1

A molecular structure, C14H28Br14. Source: the OMol25 dataset; level of theory: ωB97M-V with the def2-TZVPD basis set.

Each line ends with the natural charge from an NBO analysis.
CARTESIAN COORDINATES (ANGSTROEM)
Br (31.868, 33.703, -7.928)  -0.0169
C (32.697, 32.639, -9.387)  -0.4277
C (33.931, 31.911, -8.885)  -0.4493
Br (34.750, 30.863, -10.304)  -0.0155
H (32.782, 33.316, -10.237)  0.2333
H (31.947, 31.883, -9.624)  0.2125
H (33.537, 31.215, -8.145)  0.2279
H (34.693, 32.550, -8.439)  0.2405
Br (37.138, 35.310, -13.467)  -0.0119
C (37.691, 33.473, -13.748)  -0.4670
C (37.268, 32.707, -12.545)  -0.4478
Br (37.816, 33.569, -10.847)  -0.0256
H (38.767, 33.538, -13.913)  0.2309
H (37.214, 33.102, -14.655)  0.2486
H (37.707, 31.710, -12.508)  0.2254
H (36.197, 32.513, -12.486)  0.2324
Br (35.919, 31.921, -17.063)  -0.0389
C (34.019, 32.330, -17.436)  -0.4275
C (33.994, 33.261, -18.644)  -0.4305
Br (32.289, 34.276, -18.769)  -0.0377
H (33.698, 32.701, -16.463)  0.2449
H (33.506, 31.391, -17.641)  0.2210
H (34.198, 32.703, -19.557)  0.2342
H (34.657, 34.097, -18.422)  0.2331
Br (37.364, 30.007, -14.653)  -0.0358
C (36.517, 29.307, -12.926)  -0.4122
C (36.267, 27.784, -13.166)  -0.4088
Br (35.095, 27.111, -11.661)  -0.0455
H (35.597, 29.846, -12.700)  0.2208
H (37.163, 29.539, -12.079)  0.2277
H (37.168, 27.177, -13.248)  0.2365
H (35.644, 27.686, -14.055)  0.2270
Br (30.648, 32.091, -16.167)  -0.0376
C (29.904, 33.887, -15.727)  -0.4205
C (28.448, 33.717, -15.135)  -0.4555
Br (27.735, 35.481, -14.662)  0.0077
H (29.876, 34.465, -16.651)  0.2318
H (30.628, 34.394, -15.088)  0.2331
H (28.496, 33.052, -14.273)  0.2200
H (27.723, 33.195, -15.760)  0.2346
Br (30.975, 24.225, -12.778)  -0.0276
C (31.303, 25.949, -11.825)  -0.4300
C (30.017, 26.617, -11.270)  -0.4558
Br (29.079, 25.465, -9.981)  -0.0003
H (31.836, 26.596, -12.521)  0.2325
H (31.984, 25.798, -10.987)  0.2205
H (29.340, 27.152, -11.937)  0.2330
H (30.434, 27.467, -10.729)  0.2211
Br (33.544, 32.791, -13.524)  -0.0399
C (31.898, 31.712, -13.063)  -0.4108
C (32.169, 30.239, -13.520)  -0.4495
Br (30.449, 29.298, -13.576)  -0.0124
H (31.039, 32.111, -13.603)  0.2288
H (31.669, 31.792, -12.000)  0.2175
H (32.903, 29.722, -12.902)  0.2331
H (32.489, 30.257, -14.562)  0.2278

Output
DFT total energy, Eh: -36586.41181
Kohn-Sham gap, eV: 9.513
Energy above the lowest of the compared OMol25 structures with the same formula, charge and spin, kcal/mol: 36.3
Net charge: 0
2S+1: 1

2 unconnected molecules or ions with the total composition C2H10N7. Source: the OMol25 dataset; level of theory: ωB97M-V with the def2-TZVPD basis set.

Each line ends with the natural charge from an NBO analysis.
CARTESIAN COORDINATES (ANGSTROEM)
C (0.513, -0.927, -0.718)  0.2899
C (-0.773, -0.897, 0.001)  0.4844
N (0.901, 0.203, -1.250)  -0.2080
N (0.324, 1.223, -1.507)  0.0872
N (-0.797, 1.439, -1.948)  -0.4293
N (1.214, -2.127, -0.522)  -0.7864
N (-1.566, -1.922, -0.037)  -0.7127
N (-0.951, 0.077, 0.859)  -0.7576
N (1.118, 2.030, 1.309)  -1.0972
H (-1.314, 2.316, -1.908)  0.3777
H (2.075, -2.148, -0.999)  0.4263
H (0.990, -2.688, 0.270)  0.4116
H (-1.065, -2.633, -0.544)  0.4299
H (-2.433, -2.013, 0.480)  0.4421
H (-0.384, 1.010, 0.905)  0.4657
H (-1.843, 0.347, 1.249)  0.4085
H (0.730, 2.960, 1.141)  0.3921
H (2.004, 1.831, 0.898)  0.3938
H (1.257, 1.918, 2.321)  0.3822

Output
DFT total energy, Eh: -465.15296
Kohn-Sham gap (spin up / spin down), eV: 7.746 / 7.748
Energy above the lowest of the compared OMol25 structures with the same formula, charge and spin, kcal/mol: 49.6
Net charge: +1
2S+1: 1

2 unconnected molecules or ions with the total composition C5H12OP. Source: the OMol25 dataset; level of theory: ωB97M-V with the def2-TZVPD basis set.

Each line ends with the natural charge from an NBO analysis.
CARTESIAN COORDINATES (ANGSTROEM)
C (-2.778, -0.555, 0.165)  0.5049
C (0.220, 1.635, 0.912)  -0.9395
C (2.002, -0.590, 0.251)  -0.9281
C (0.379, 0.257, -1.804)  -0.9192
C (-0.818, -1.194, 0.633)  -0.9405
O (-2.914, 0.483, -0.397)  -0.4606
P (0.300, 0.023, 0.021)  1.5101
H (-3.605, -1.281, 0.599)  0.2076
H (-0.336, 2.361, 0.285)  0.2844
H (1.273, 2.097, 0.764)  0.2825
H (-0.200, 1.365, 1.894)  0.2754
H (1.921, -1.452, 0.928)  0.2614
H (2.601, 0.197, 0.776)  0.2629
H (2.447, -0.851, -0.594)  0.2470
H (1.310, 0.858, -1.911)  0.2616
H (-0.561, 0.681, -2.198)  0.2721
H (0.449, -0.584, -2.362)  0.2606
H (-0.783, -2.280, 0.313)  0.2923
H (-0.908, -1.168, 1.724)  0.2652

Output
DFT total energy, Eh: -613.97056
Kohn-Sham gap, eV: 10.220
Energy above the lowest of the compared OMol25 structures with the same formula, charge and spin, kcal/mol: 41.2
Net charge: +1
2S+1: 1

Number 1: strongest force on any atom 0.8 eV/Å. Number 2: strongest force on any atom 1.8 eV/Å. Number 3: strongest force on any atom 7.5 eV/Å. Number 4: strongest force on any atom 5.6 eV/Å.